[1]
Molecular formula: C43H57AsN4O5PPbS
Method: DFT, the ωB97M-V functional and the def2-TZVPD basis

The value obtained for the HOMO-LUMO gap is 7.30 eV. The total energy is -5435.2851 hartree. The total charge is +3. The calculation puts the HOMO energy at -15.9 eV.

The geometry in XYZ format:
```
113
Properties=species:S:1:pos:R:3:forces:R:3
Pb 6.2045 -0.8028 19.6672 1.3839 0.4158 0.3996
C 5.8547 1.9655 14.7704 -0.7645 1.3753 0.9060
C 5.7149 2.4252 16.1049 -0.6576 -1.3428 -1.7840
C 6.7221 2.2057 17.0121 -1.6308 0.7897 0.2455
C 7.8798 1.6401 16.5878 1.4614 -0.1062 -0.7505
N 8.0421 1.2106 15.2888 0.1594 0.6451 0.7079
C 7.0241 1.4001 14.3949 0.4650 -0.5463 0.1884
C 9.0334 1.6362 17.4967 0.4390 -0.3669 -0.1116
C 10.2325 2.2526 17.1095 -1.9400 -0.0788 0.0728
C 11.2350 2.2763 17.9997 2.1856 -0.8817 1.6092
C 11.0578 1.5565 19.2201 1.1258 1.4156 -0.0490
C 9.8144 1.1073 19.5603 -0.7276 -2.6532 0.2893
N 8.8225 1.0533 18.6514 -0.4034 0.4347 0.7403
C 9.6173 0.3010 20.8533 1.8094 1.9585 0.4103
C 10.4024 0.6935 21.9625 -0.0753 -0.1541 -2.3464
C 10.3402 -0.0589 23.0931 1.1733 0.3424 1.3166
C 9.4005 -1.0334 23.2294 -1.4712 -1.7186 -1.0849
C 8.7221 -1.4051 22.0297 -0.9586 -0.9192 2.6200
N 8.8616 -0.7694 20.8973 -0.7792 0.1230 -1.3731
H 5.0078 2.1743 14.0998 0.7514 -0.5556 0.0441
H 4.7041 2.7494 16.3059 0.2420 0.5388 0.6970
H 6.5334 2.5015 18.0429 0.6461 -0.1372 -0.1834
H 7.1885 0.9821 13.4403 0.2104 -0.1572 -1.0175
H 10.2446 2.6750 16.1396 0.4770 0.7535 -0.5512
H 12.2141 2.7179 17.7461 -0.6311 -0.2430 0.2657
H 11.8635 1.3893 19.9545 -0.2759 0.4398 -0.8173
H 11.1655 1.4443 21.7829 -0.2903 0.0999 0.5728
H 11.1011 0.0773 23.8496 -0.2711 0.3111 0.3513
H 9.2147 -1.5769 24.1709 0.2949 0.2805 -0.6887
H 7.9613 -2.2488 22.0576 1.1889 0.9968 -0.0926
O 7.0557 -5.4471 20.2700 0.2605 0.2154 0.2362
C 7.0679 -4.2531 19.6945 -0.5485 -0.8722 -0.3132
O 7.9428 -3.4406 19.8801 -0.4663 0.2446 -0.1166
C 5.9227 -4.0751 18.7049 1.7603 2.2095 0.2334
C 5.0929 -5.0339 18.2103 0.6731 -1.7032 1.3077
C 4.2482 -4.6772 17.1626 -0.8047 -2.1341 1.3773
C 4.2222 -3.4179 16.7034 -0.7457 0.9524 -1.9245
C 5.1371 -2.5092 17.2147 -0.4551 1.3171 0.5985
N 5.9490 -2.7880 18.2471 -1.0042 -1.1773 -1.5226
C 5.0652 -1.0136 16.7835 -0.4803 -1.3307 -0.8836
O 4.4940 -0.6713 15.7541 0.3582 -0.4650 0.6006
O 5.6970 -0.2637 17.5818 0.4289 1.2393 0.2941
H 7.8554 -5.4613 20.8290 -0.1732 -0.3880 0.0390
H 5.1488 -6.0273 18.7672 -0.3890 1.2351 -1.3261
H 3.4740 -5.3768 16.8786 0.1511 -0.1547 -0.3463
H 3.4360 -3.1899 15.9332 1.2306 0.3450 0.8009
C 7.5557 -1.8877 14.5695 0.0539 0.7475 -0.7685
As 9.3748 -1.5615 15.0852 -0.9580 0.6042 0.6568
C 9.6776 -1.9381 17.0049 -0.7010 0.7138 -0.7427
C 10.5770 -2.4054 13.9239 -1.1918 -0.7221 -1.2410
S 9.6501 0.6484 14.7182 -1.2841 -0.4591 -0.1020
H 7.4137 -2.8993 14.8651 -0.7031 -0.7863 0.7840
H 7.3813 -1.9167 13.4804 0.4802 0.3966 0.3146
H 6.8950 -1.1246 15.0226 0.1972 -0.8533 0.0005
H 8.7624 -1.8338 17.5806 -0.4290 0.1118 -0.2533
H 10.2980 -1.1006 17.2884 0.6494 -0.1722 0.3663
H 10.0460 -2.9306 17.2112 0.5653 -0.1581 -0.2711
H 10.3758 -2.1899 12.8666 0.3479 0.7646 0.3366
H 10.3100 -3.4493 13.9215 -0.0120 -0.7095 0.5705
H 11.5650 -2.2984 14.2553 1.4828 0.2757 0.1501
O 4.3051 -1.6925 20.0807 -1.8282 -0.1208 1.0154
P 3.1138 -1.5007 21.1026 1.0786 1.0139 -0.3277
C 2.1170 -0.0567 20.6358 -0.3541 -1.3129 -1.6678
C 0.8802 -0.0096 21.5594 0.7603 0.8454 0.4712
C -0.4056 -0.0619 20.7807 -1.3600 1.1702 1.3637
C -0.4872 1.0272 19.6922 1.5117 1.1526 1.9191
C 0.8092 1.1203 18.8197 -1.3804 0.2900 -0.4524
C 1.7748 0.0129 19.0897 0.6938 0.1464 0.8318
C 3.9442 -1.0239 22.6775 -0.0364 -0.7723 -0.4934
C 4.9454 -2.1411 23.0721 -0.5944 0.5842 -0.1033
C 4.3520 -3.1747 24.0128 -1.0333 -0.7782 -0.9913
C 3.8299 -2.4805 25.2411 -1.7092 0.5770 -0.2960
C 2.7036 -1.4878 24.8701 0.6357 0.5239 -0.2310
C 3.2234 -0.4312 23.8808 -1.0917 -0.5998 -0.1141
C 2.2554 -3.0696 21.0030 0.4790 -0.8763 1.0017
C 2.1749 -3.4128 19.5257 -0.5437 -0.9273 -0.8596
C 0.8703 -4.1905 19.1627 1.3286 0.2574 -0.7329
C 0.6703 -5.3070 20.1867 -0.6573 -1.2475 -0.8751
C 0.5507 -4.7976 21.6496 1.5874 -0.2343 -1.3598
C 0.9793 -3.3473 21.7639 -1.7702 0.3116 -2.6219
H 2.6740 0.8305 20.8057 1.0568 0.6871 0.4036
H 0.9848 0.9623 22.0523 -0.4910 0.0622 0.0249
H 1.0043 -0.6959 22.4166 -0.5585 -0.1666 -0.5766
H -1.2775 0.1041 21.5170 1.1801 -0.5402 -1.2292
H -0.5118 -1.0025 20.2926 -0.2826 -0.9890 -0.1787
H -0.6373 2.0261 20.2164 -0.1094 -1.1731 -0.8061
H -1.3318 0.7673 19.1146 -0.9412 0.1934 -0.8096
H 1.3059 2.0708 18.9468 0.0145 0.4551 0.1016
H 0.4464 1.0732 17.7792 0.5416 0.0839 0.1999
H 2.6396 0.0471 18.4125 0.2681 0.4146 0.5964
H 1.3233 -0.8658 18.7570 -1.0234 -1.7133 -0.1836
H 4.5496 -0.2003 22.2907 0.0946 0.1503 -0.3234
H 5.6891 -1.5703 23.6119 0.7772 -0.2334 0.1144
H 5.3488 -2.5465 22.1434 0.3484 -0.2636 0.1894
H 5.0143 -4.0133 24.2012 0.5622 0.2278 0.3472
H 3.4993 -3.7232 23.5166 0.4645 0.7085 0.3369
H 4.5483 -1.8831 25.7306 1.3695 0.3952 0.6313
H 3.4246 -3.1613 25.9549 -0.1069 -0.6797 0.5431
H 2.1965 -1.0199 25.7196 0.5801 0.0496 0.1297
H 1.9175 -2.0194 24.4096 -1.0419 -0.8872 -0.7543
H 3.9612 0.1527 24.3665 0.8060 0.7352 0.7209
H 2.4464 0.2740 23.5616 0.1452 -0.1875 0.1951
H 2.9506 -3.7855 21.4954 0.1715 0.4871 -0.3528
H 2.9980 -4.0804 19.2657 0.0600 0.3680 0.1274
H 2.2741 -2.4986 18.9414 -0.0192 -0.3634 -0.3349
H 1.0648 -4.6814 18.1576 -0.5814 0.8042 0.9470
H 0.0885 -3.4150 19.0759 -0.1908 -0.8398 0.0361
H 1.4280 -6.1154 19.9830 0.2066 1.1549 0.7387
H -0.1743 -5.9528 19.8755 -0.2828 0.8008 0.4378
H 1.1462 -5.4308 22.2697 0.4873 -0.4371 0.6394
H -0.4327 -4.8543 21.9951 -1.6258 -0.2714 0.4682
H 1.0375 -3.0229 22.7317 0.3010 0.5436 2.7085
H 0.1096 -2.7867 21.3583 0.6732 0.0745 -0.0067
```
Positions in Å, forces in eV/Å.

[2]
Molecular formula: C43H57BCaN10S4
Method: DFT, the ωB97M-V functional and the def2-TZVPD basis

The value obtained for the HOMO-LUMO gap (alpha / beta) is 4.06 / 4.06 eV. The total energy is -4515.6233 hartree. The total charge is 0. The calculation puts the HOMO energy (alpha / beta) at -4.8 / -4.8 eV.

The geometry in XYZ format:
```
116
Properties=species:S:1:pos:R:3:forces:R:3
Ca 0.1963 0.1912 0.0936 -0.0195 -0.4478 -0.0681
C 2.8572 3.5851 3.8712 -0.0059 -0.0009 0.0111
C 1.4525 3.0793 3.7280 -0.0895 -0.0975 -0.0173
C 0.3906 3.8620 4.1830 -0.0275 -0.0646 -0.0968
C -0.9003 3.4563 3.8537 0.1066 -0.0255 0.0218
N -1.1549 2.2909 3.3059 -0.1867 0.0861 -0.0099
N -0.1263 1.4484 2.9873 0.0848 0.1197 -0.0420
B -0.5447 0.1562 2.5630 -0.1568 -0.1520 0.5602
N -2.0578 -0.0679 2.6434 -0.1845 -0.0312 -0.0287
N -2.3838 -0.6284 3.8057 -0.0630 -0.0672 0.0796
C -3.6276 -0.8949 4.0888 0.0520 0.0221 -0.0850
C -4.6526 -0.5637 3.1783 0.1080 0.0672 -0.1073
C -4.3342 0.0248 1.9875 0.0178 -0.0906 0.2109
C -5.3790 0.3965 0.9902 -0.0305 0.0069 -0.0096
C -2.9549 0.2737 1.6974 -0.0917 0.0156 0.0026
S -2.4970 0.9865 0.2211 0.0273 0.0874 0.0444
C -3.8330 -1.5621 5.4417 0.0026 -0.0224 0.0424
C -3.2865 -0.6295 6.5296 -0.0110 -0.0229 0.0016
C -3.0421 -2.8768 5.4550 -0.0142 0.0232 0.0129
C -5.3056 -1.8555 5.7143 0.0016 0.0115 -0.0063
N 0.1869 -1.0545 3.0812 0.1253 -0.0973 -0.0191
N 0.8798 -0.8518 4.2053 -0.0682 0.0413 0.0505
C 1.4610 -1.8573 4.7955 -0.1179 -0.0626 -0.0405
C 1.3448 -3.1667 4.2822 -0.0803 -0.0216 -0.1183
C 0.6489 -3.3829 3.1243 0.0792 0.0329 0.2077
C 0.5132 -4.7402 2.5173 0.0137 -0.0150 0.0299
C 0.0581 -2.2629 2.4793 0.0048 0.0670 0.0268
S -0.7724 -2.4055 0.9920 -0.0945 0.0361 -0.1430
C 2.2696 -1.5470 6.0405 -0.0100 0.0080 0.1312
C 1.8635 -2.5057 7.1672 0.0142 0.0223 -0.0047
C 3.7565 -1.7351 5.7158 0.0460 0.0879 0.0566
C 2.0273 -0.1072 6.4945 0.0533 -0.0425 -0.0152
C 1.1908 1.9019 3.0383 0.2073 0.1035 0.2332
S 2.5217 1.3838 1.9867 -0.3031 0.0961 -0.2057
C -2.1516 4.2658 4.1816 -0.0241 0.0116 0.0056
C -1.8337 5.7506 4.3585 0.0066 -0.0179 0.0148
C -3.1832 4.1090 3.0609 0.0001 0.0152 0.0250
C -2.7337 3.7152 5.4902 -0.0137 -0.0110 -0.0291
H 2.8844 4.4237 4.5654 -0.0012 0.0126 0.0142
H 3.2441 3.9231 2.9068 0.0242 0.0227 -0.0259
H 3.5281 2.8025 4.2268 0.0249 -0.0206 0.0035
H 0.5838 4.7867 4.7037 0.0113 0.0352 0.0226
H -5.6867 -0.7727 3.4145 -0.0173 -0.0025 0.0022
H -6.3687 0.1138 1.3460 -0.0145 -0.0010 0.0050
H -5.1782 -0.0893 0.0349 -0.0065 -0.0025 -0.0103
H -5.3529 1.4703 0.8001 -0.0029 0.0128 -0.0151
H -2.2393 -0.3979 6.3400 0.0245 0.0013 -0.0046
H -3.3726 -1.1053 7.5081 -0.0070 -0.0156 0.0301
H -3.8435 0.3087 6.5558 -0.0196 0.0342 -0.0022
H -1.9833 -2.6834 5.2901 0.0514 0.0028 -0.0092
H -3.3907 -3.5504 4.6703 -0.0145 -0.0227 -0.0244
H -3.1630 -3.3773 6.4174 -0.0067 -0.0080 0.0259
H -5.9035 -0.9427 5.7236 -0.0254 0.0243 0.0007
H -5.4048 -2.3251 6.6933 -0.0046 -0.0101 0.0189
H -5.7254 -2.5391 4.9744 -0.0157 -0.0149 -0.0255
H 1.8221 -3.9960 4.7880 -0.0003 -0.0105 0.0150
H 1.0757 -5.4771 3.0882 0.0093 -0.0169 0.0227
H 0.8638 -4.7286 1.4849 0.0147 -0.0097 -0.0177
H -0.5364 -5.0344 2.4790 -0.0207 -0.0092 -0.0123
H 2.1337 -3.5388 6.9456 -0.0080 -0.0243 -0.0114
H 0.7883 -2.4634 7.3474 -0.0347 0.0066 0.0086
H 2.3735 -2.2238 8.0891 0.0240 0.0007 0.0239
H 3.9607 -2.7402 5.3428 0.0144 -0.0301 -0.0174
H 4.3546 -1.5793 6.6151 0.0149 -0.0027 0.0471
H 4.0783 -1.0192 4.9576 -0.0107 -0.0662 0.1550
H 0.9782 0.0588 6.7378 -0.0450 0.0077 0.0063
H 2.2957 0.6028 5.7140 0.0074 0.0402 -0.0383
H 2.6290 0.0954 7.3821 0.0212 -0.0013 0.0256
H -1.3179 6.1500 3.4844 0.0171 0.0276 -0.0454
H -1.2122 5.9339 5.2350 0.0363 0.0044 0.0230
H -2.7607 6.3107 4.4900 -0.0276 0.0104 0.0174
H -2.7873 4.4730 2.1111 0.0124 0.0121 -0.0409
H -4.0823 4.6790 3.3060 -0.0139 0.0192 0.0035
H -3.4521 3.0643 2.9213 -0.0073 -0.0373 -0.0102
H -2.0099 3.7961 6.3031 0.0193 0.0066 0.0178
H -2.9937 2.6632 5.3693 -0.0074 -0.0380 -0.0058
H -3.6317 4.2694 5.7714 -0.0338 0.0197 0.0095
N 0.2938 3.8711 -2.6433 0.0296 -0.2415 0.1039
C 0.1322 5.1055 -1.9926 -0.0111 0.2063 0.1771
C 0.0741 6.2681 -2.7406 0.0099 -0.0432 0.0574
C -0.0859 7.4975 -2.1138 -0.0013 0.0244 0.0183
C -0.1808 7.5598 -0.7359 -0.0029 0.0471 -0.0276
C -0.1184 6.3926 0.0145 0.0088 -0.0831 -0.0173
C 0.0314 5.1637 -0.6055 -0.0098 0.0679 -0.0823
S 0.0746 3.7083 0.3914 0.0397 -0.0299 0.0056
N 0.3694 2.4761 -0.7364 0.0752 0.3919 -0.6809
C 0.4379 2.6670 -2.0031 -0.1038 0.1983 0.3658
C 0.6747 1.4830 -2.8819 0.1543 -0.4290 -0.2236
C 0.8801 1.5939 -4.2572 -0.0518 -0.0076 0.3366
C 1.0942 0.4482 -5.0036 0.0111 -0.2688 0.0653
C 1.0955 -0.7825 -4.3687 0.0151 0.1527 -0.0995
C 0.8851 -0.8084 -2.9992 0.0063 -0.0851 -0.0393
N 0.6870 0.2820 -2.2714 -0.0680 0.5407 -0.6200
H 0.3667 3.9067 -3.6408 -0.0240 -0.0400 -0.0110
H 0.1523 6.2133 -3.8196 0.0033 -0.0085 -0.0413
H -0.1331 8.3985 -2.7086 -0.0020 0.0227 -0.0109
H -0.3031 8.5110 -0.2376 -0.0020 0.0253 0.0091
H -0.1875 6.4337 1.0946 -0.0054 -0.0043 0.0341
H 0.8870 2.5445 -4.7676 0.0136 0.0315 0.0172
H 1.2561 0.5219 -6.0702 0.0060 -0.0166 -0.0139
H 1.2544 -1.7023 -4.9109 0.0007 -0.0162 -0.0208
H 0.8674 -1.7496 -2.4606 0.0147 -0.0194 0.0076
C 2.8661 -2.1710 0.3416 0.0106 -0.0023 0.0249
C 3.3435 -0.9019 1.0471 0.0766 -0.2635 0.1688
C 4.4607 -0.2708 0.2014 -0.0434 0.0005 0.0628
C 3.8971 -1.3032 2.4197 -0.0629 -0.0791 -0.1523
N 2.1733 -0.0236 1.1395 0.2452 0.2005 0.0454
H 3.7082 -2.8221 0.1007 0.0385 -0.0320 0.0013
H 2.3627 -1.9164 -0.5943 -0.0097 0.0208 -0.0699
H 2.1592 -2.7233 0.9609 0.0278 0.0235 -0.0382
H 5.3241 -0.9353 0.1203 0.0217 -0.0337 -0.0022
H 4.7987 0.6674 0.6433 0.0195 0.0379 0.0259
H 4.0879 -0.0561 -0.8025 -0.0175 0.0125 -0.0350
H 4.6065 -2.1281 2.3199 0.0637 -0.0172 0.0177
H 3.0774 -1.6277 3.0639 0.1935 0.0485 -0.2285
H 4.4068 -0.4725 2.9077 -0.0104 0.0393 -0.0349
```
Positions in Å, forces in eV/Å.

Summary of strongest force on any atom in eV/A
3.18 0.83
(order as listed above)